*A*
{"formula": "C4H13NOS", "method": "ωB97M-V with the def2-TZVPD basis set", "homo_energy_ev": -9.11, "homo_lumo_gap_ev": 9.9, "charge": 0, "species": ["S", "O", "N", "C", "C", "C", "C", "H", "H", "H", "H", "H", "H", "H", "H", "H", "H", "H", "H", "H"], "coordinates": [[0.900, -1.032, -1.460], [3.333, 0.373, 0.482], [-0.660, 1.595, 0.047], [-1.894, 0.862, 2.092], [-0.877, -0.964, -1.110], [-1.285, -0.806, 0.329], [-0.851, 0.520, 1.055], [-0.202, 2.417, 0.413], [-1.103, -0.008, -1.585], [-2.837, 1.147, 1.618], [-2.378, -0.881, 0.435], [-1.548, 1.595, 2.817], [-1.603, 1.869, -0.192], [-2.186, -0.033, 2.656], [3.014, 1.248, 0.522], [1.091, 0.146, -2.054], [0.143, 0.238, 1.408], [-1.445, -1.693, -1.681], [2.735, -0.269, 0.052], [-0.986, -1.564, 1.065]]}

---

*B*
{"formula": "C4H13NOS", "method": "ωB97M-V with the def2-TZVPD basis set", "homo_energy_ev": -8.69, "homo_lumo_gap_ev": 9.6, "charge": 0, "species": ["S", "O", "N", "C", "C", "C", "C", "H", "H", "H", "H", "H", "H", "H", "H", "H", "H", "H", "H", "H"], "coordinates": [[-1.506, 2.114, 0.591], [1.290, -3.742, 1.598], [1.313, -0.736, -0.550], [-0.108, -0.769, -0.285], [-0.974, 1.509, -1.040], [-0.999, 0.002, -1.261], [2.144, 0.213, 0.130], [0.044, 1.874, -1.145], [2.010, 1.291, -0.047], [-2.588, 1.371, 0.863], [1.951, -4.436, 1.535], [-1.576, 2.018, -1.784], [1.261, -3.313, 0.743], [1.459, -0.857, -1.542], [-0.692, -0.164, -2.299], [2.062, 0.023, 1.192], [-1.986, -0.424, -1.134], [3.206, 0.041, -0.074], [-0.505, -1.775, -0.202], [-0.266, -0.393, 0.728]]}

---

*C*
{"formula": "C4H13NOS", "method": "ωB97M-V with the def2-TZVPD basis set", "homo_energy_ev": -8.70, "homo_lumo_gap_ev": 9.3, "charge": 0, "species": ["S", "O", "N", "C", "C", "C", "C", "H", "H", "H", "H", "H", "H", "H", "H", "H", "H", "H", "H", "H"], "coordinates": [[-2.446, -0.674, -0.613], [3.163, -0.657, 2.324], [0.240, 0.454, 0.603], [0.182, 0.369, -0.816], [1.579, -0.242, -1.173], [-0.994, -0.208, -1.696], [0.010, 1.744, 1.261], [1.564, -1.355, -1.299], [2.055, 0.424, -1.941], [0.929, 2.277, 1.150], [-1.839, -1.772, 0.096], [0.063, 1.422, 2.286], [-0.800, 2.346, 0.877], [0.017, 1.481, -1.086], [-0.460, -0.246, 0.980], [3.046, -1.271, 3.057], [-0.419, -1.006, -2.211], [2.351, -0.185, 2.352], [2.355, 0.051, -0.428], [-1.373, 0.719, -2.295]]}

---

*D*
{"formula": "C4H13NOS", "method": "ωB97M-V with the def2-TZVPD basis set", "homo_energy_ev": -8.37, "homo_lumo_gap_ev": 8.9, "charge": 0, "species": ["S", "O", "N", "C", "C", "C", "C", "H", "H", "H", "H", "H", "H", "H", "H", "H", "H", "H", "H", "H"], "coordinates": [[2.324, -2.318, -1.341], [-0.549, 1.017, 0.062], [-1.484, -1.061, -0.904], [-0.300, -1.735, -1.457], [-0.229, 2.149, 2.179], [0.976, -1.292, -0.787], [0.098, 2.094, 0.727], [-1.338, 2.186, 2.342], [-0.263, 3.046, 0.271], [0.199, 3.113, 2.636], [0.907, -1.412, 0.300], [0.114, 1.236, 2.744], [1.115, -0.209, -0.942], [-2.077, -1.674, -0.292], [-0.430, -2.838, -1.418], [3.079, -2.257, -0.249], [-0.238, -1.454, -2.567], [-0.997, -0.008, -0.306], [1.204, 2.062, 0.593], [-2.111, -0.644, -1.590]]}

---

Stability verdict: *A*, ahead by 8.5 kJ/mol

---

*A*
{"formula": "C4H13NOS", "method": "ωB97M-V with the def2-TZVPD basis set", "homo_energy_ev": -8.80, "homo_lumo_gap_ev": 9.5, "charge": 0, "species": ["S", "O", "N", "C", "C", "C", "C", "H", "H", "H", "H", "H", "H", "H", "H", "H", "H", "H", "H", "H"], "coordinates": [[-1.995, 1.323, 0.789], [-1.178, -3.044, -3.003], [1.182, 0.741, 0.036], [2.230, -1.134, -1.147], [0.817, 1.323, 1.308], [-0.522, 0.878, 1.801], [1.396, -0.703, 0.056], [1.973, 1.208, -0.386], [-0.768, 1.276, 2.783], [-1.329, -3.467, -2.137], [0.419, -1.174, -0.106], [2.123, -2.191, -1.352], [-0.543, -0.213, 1.850], [1.797, -1.039, 1.021], [1.891, -0.536, -1.999], [3.294, -0.894, -1.082], [1.523, 1.089, 2.127], [-0.533, -2.309, -2.872], [0.783, 2.408, 1.143], [-1.235, 2.034, -0.077]]}

---

*B*
{"formula": "C4H13NOS", "method": "ωB97M-V with the def2-TZVPD basis set", "homo_energy_ev": -8.87, "homo_lumo_gap_ev": 9.5, "charge": 0, "species": ["S", "O", "N", "C", "C", "C", "C", "H", "H", "H", "H", "H", "H", "H", "H", "H", "H", "H", "H", "H"], "coordinates": [[-3.387, -1.089, 1.164], [5.321, 2.070, 0.367], [-0.478, 0.187, -1.200], [-2.544, -0.412, -0.200], [0.828, -0.218, -1.405], [-0.359, -0.672, 1.162], [-1.074, -0.680, -0.197], [-2.979, -0.846, -1.093], [0.762, -1.278, -1.313], [4.752, 2.939, 0.467], [5.275, 1.573, 1.164], [1.620, 0.239, -0.673], [1.185, 0.080, -2.417], [-4.410, -0.152, 1.382], [-1.043, -1.758, -0.506], [-0.557, 1.176, -0.995], [-0.837, -1.316, 1.867], [-2.652, 0.718, -0.255], [-0.135, 0.338, 1.565], [0.712, -0.898, 1.115]]}

---

Stability verdict: *A*, ahead by 98.6 kJ/mol